Entry 1:
2 unconnected molecules or ions with the total composition C2H10N3 at a distorted geometry. Source: OMol25; level of theory: ωB97M-V/def2-TZVPD.

XYZ file:
```
15
Properties=species:S:1:pos:R:3:forces:R:3:lowdin_charge:R:1
C 0.842 0.883 -1.768 -0.2 0.1 0.5 -0.12
N 0.701 -0.570 -1.585 -1.6 -0.9 -1.7 -0.08
H 1.682 1.157 -1.132 0.2 0.4 -0.5 0.08
H 0.907 1.204 -2.808 0.5 -0.1 0.1 0.09
H -0.026 1.407 -1.369 -0.1 -0.2 0.1 0.07
H 1.426 -1.065 -2.102 0.4 0.1 0.6 0.11
H -0.111 -0.915 -2.112 0.0 0.4 -0.1 0.11
H 0.069 -0.928 -0.253 2.7 -0.2 1.7 0.12
N -1.143 0.306 2.466 -0.7 1.2 1.6 0.16
C -0.989 -0.362 1.339 0.4 -0.5 1.7 -0.22
N 0.154 -0.845 0.929 -2.9 0.1 -1.6 0.13
H -2.018 0.544 2.919 -0.5 -0.5 -1.0 0.13
H -0.468 0.811 3.031 0.9 -0.7 -0.7 0.14
H -1.922 -0.650 0.847 0.3 0.5 -0.4 0.16
H 0.896 -0.978 1.598 0.5 0.4 -0.4 0.13
```
Positions in Å, forces in eV/Å.

Computed properties:
- HOMO energy (Eh) = -0.5342
- total energy (hartree) = -246.20518
- net charge = +1
- largest force on an atom (eV/A) = 3.306
- lowest unoccupied orbital energy (Ha) = -0.1204

***

Entry 2:
2 unconnected molecules or ions with the total composition C5H14S at a distorted geometry. Source: OMol25; level of theory: ωB97M-V/def2-TZVPD.

XYZ file:
```
20
Properties=species:S:1:pos:R:3:forces:R:3:lowdin_charge:R:1
C -1.629 -0.228 -1.383 -0.8 0.0 0.1 -0.13
C -0.318 -0.980 -1.422 1.1 -0.3 -0.5 -0.33
C 0.013 -1.701 -2.752 -1.7 -0.1 -0.1 -0.11
H -1.921 -0.014 -0.356 -0.1 0.0 0.0 0.04
H -2.460 -0.791 -1.819 0.1 -0.1 0.0 0.07
H -1.609 0.737 -1.892 0.2 -0.1 -0.2 0.08
H 0.487 -0.267 -1.266 0.1 0.1 0.3 0.09
H -0.234 -1.723 -0.627 -0.2 0.2 0.2 0.10
H -0.893 -1.621 -3.366 0.3 0.3 -0.4 0.06
H 0.861 -1.300 -3.295 0.1 0.0 0.0 0.06
H 0.079 -2.784 -2.649 0.5 0.0 0.3 0.06
C 1.994 1.657 2.991 0.2 -0.5 -0.3 -0.44
S 0.985 0.163 2.809 -0.2 0.4 0.1 0.73
C -0.323 0.733 1.670 0.3 -1.0 0.5 -0.41
H 2.036 2.111 2.006 0.3 0.2 0.0 0.03
H 1.712 2.396 3.740 -0.4 -0.2 0.0 0.03
H 2.972 1.260 3.253 0.2 0.3 -0.1 0.02
H -0.180 0.318 0.686 0.5 0.2 -0.2 -0.03
H -0.362 1.813 1.636 -0.4 0.1 0.2 0.04
H -1.213 0.223 2.036 -0.4 0.7 0.1 0.03
```
Positions in Å, forces in eV/Å.

Computed properties:
- HOMO energy (Eh) = -0.3085
- total energy (hartree) = -597.05352
- largest force on an atom (eV/A) = 1.669
- lowest unoccupied orbital energy (Ha) = 0.0384

***

Entry 3:
A molecular structure, C30H26BrGeN3O2RhS. Source: OMol25; level of theory: ωB97M-V/def2-TZVPD.

XYZ file:
```
65
Properties=species:S:1:pos:R:3:forces:R:3:lowdin_charge:R:1
Rh 0.222 0.784 0.321 0.8 -0.1 0.4 0.78
Br 1.158 3.878 0.085 0.0 0.0 0.0 0.91
C 1.347 2.858 -1.473 0.1 0.1 -0.1 -0.71
C 1.847 3.334 -2.674 0.0 0.0 0.1 -0.04
C 1.911 2.451 -3.742 0.0 -0.1 0.0 0.02
C 1.485 1.129 -3.595 0.0 0.1 -0.1 0.06
C 1.008 0.739 -2.368 0.0 0.0 -0.1 -0.17
N 0.950 1.604 -1.339 -0.2 -0.2 -0.2 -0.10
C 0.508 -0.647 -2.045 0.0 0.0 0.3 -0.53
O 0.430 -1.512 -2.860 0.1 -0.1 -0.1 0.18
O 0.168 -0.815 -0.756 0.0 0.2 0.1 -0.16
H 2.169 4.361 -2.763 0.0 0.0 0.0 0.13
H 2.294 2.793 -4.694 0.0 0.0 0.0 0.14
H 1.514 0.415 -4.406 0.0 0.0 0.0 0.14
N 1.355 -2.461 2.068 0.0 0.0 0.1 0.17
C 1.809 -1.226 1.950 -0.2 0.0 -0.1 -0.70
S 0.723 0.065 2.442 -0.2 0.0 -0.2 0.74
N 3.010 -1.002 1.455 0.1 -0.2 0.1 0.10
C 3.721 0.229 1.260 0.0 0.1 -0.1 -0.26
C 3.652 1.291 2.149 0.1 0.0 0.1 -0.06
C 4.397 2.432 1.884 0.0 0.0 0.0 -0.07
C 5.205 2.509 0.761 0.0 0.0 0.0 -0.06
C 5.285 1.429 -0.107 0.0 0.0 0.0 -0.06
C 4.543 0.285 0.140 -0.1 0.1 0.0 -0.02
H 0.403 -2.612 2.361 0.0 0.0 0.0 0.12
H 1.911 -3.272 1.836 0.0 0.0 0.0 0.14
H 3.506 -1.812 1.099 0.0 0.0 0.1 0.17
H 3.069 1.231 3.057 0.0 0.0 0.0 0.09
H 4.361 3.256 2.585 0.0 0.0 0.0 0.12
H 5.794 3.398 0.577 0.0 0.0 0.0 0.12
H 5.935 1.467 -0.971 0.0 0.0 0.0 0.12
H 4.610 -0.562 -0.532 0.0 0.0 0.0 0.12
C -1.813 2.499 2.232 -0.1 0.0 -0.2 -0.21
Ge -2.179 1.492 0.594 -0.3 0.2 0.1 0.98
C -2.744 2.616 -0.869 -0.2 0.0 0.2 -0.31
C -3.983 3.192 -0.565 0.0 0.0 0.0 -0.10
C -4.603 4.043 -1.468 0.0 0.0 0.0 -0.05
C -3.989 4.328 -2.679 0.0 0.0 0.0 -0.05
C -2.764 3.753 -2.988 0.0 0.1 0.0 -0.06
C -2.144 2.902 -2.087 0.1 -0.1 -0.1 -0.12
C -2.954 -0.216 0.891 0.1 -0.1 -0.3 -0.27
C -3.275 -0.519 2.194 -0.1 -0.1 0.2 -0.10
C -3.923 -1.726 2.517 0.1 0.2 0.1 -0.05
C -4.196 -2.624 1.528 0.0 -0.1 -0.2 0.01
C -3.854 -2.369 0.175 0.0 0.1 0.1 -0.15
C -4.130 -3.315 -0.842 -0.1 0.0 0.2 -0.01
C -3.797 -3.059 -2.135 0.1 0.1 -0.2 -0.04
C -3.176 -1.835 -2.475 -0.1 -0.2 -0.1 -0.04
C -2.899 -0.908 -1.518 0.0 0.2 0.1 -0.06
C -3.224 -1.145 -0.163 -0.1 0.0 0.1 -0.18
H -2.805 2.843 2.546 0.0 0.0 0.1 0.05
H -1.203 3.380 2.051 0.0 0.0 -0.1 0.01
H -1.390 1.901 3.034 0.0 0.0 0.0 0.00
H -4.492 2.976 0.370 0.0 0.0 0.0 0.11
H -5.563 4.478 -1.226 0.0 0.0 0.0 0.12
H -4.470 4.990 -3.385 0.0 0.0 0.0 0.12
H -2.295 3.963 -3.940 0.0 0.0 0.0 0.11
H -1.203 2.445 -2.371 0.0 0.0 0.0 0.08
H -3.053 0.177 2.995 0.0 0.0 0.0 0.10
H -4.198 -1.934 3.542 0.0 0.0 0.0 0.12
H -4.684 -3.561 1.766 0.0 0.0 0.0 0.13
H -4.616 -4.243 -0.571 0.0 0.0 0.0 0.12
H -4.012 -3.784 -2.907 0.0 0.0 0.0 0.12
H -2.921 -1.636 -3.507 0.0 0.0 0.0 0.12
H -2.439 0.031 -1.810 0.0 0.0 0.0 0.08
```
Positions in Å, forces in eV/Å.

Computed properties:
- HOMO energy (alpha / beta) (Eh) = -0.4860 / -0.4858
- multiplicity = 2
- total energy (hartree) = -6632.69975
- ⟨S²⟩ = 0.76
- net charge = +2
- largest force on an atom (eV/A) = 0.851
- lowest unoccupied orbital energy (alpha / beta) (Ha) = -0.2740 / -0.3098

***

Entry 4:
A single C5H9ClS2 molecule at a distorted geometry. Source: OMol25; level of theory: ωB97M-V/def2-TZVPD.

XYZ file:
```
17
Properties=species:S:1:pos:R:3:forces:R:3:lowdin_charge:R:1
S -1.025 -2.033 0.310 -0.6 0.0 0.3 0.66
C -1.514 -0.292 0.701 0.0 -0.6 -0.1 -0.49
C -0.467 0.773 0.477 0.1 1.2 0.6 -0.30
C 1.074 0.678 0.735 -0.5 -0.2 0.8 -0.54
S 1.860 -0.916 1.036 0.3 0.5 0.5 0.72
C 0.525 0.918 -0.624 0.5 -0.3 -0.6 -0.41
C 0.763 -0.030 -1.763 0.0 0.3 -0.3 -0.56
Cl -0.512 0.287 -3.006 0.3 -0.2 0.0 0.54
H -2.248 -2.562 0.572 0.3 0.3 -0.2 -0.14
H -1.811 -0.269 1.747 0.0 0.0 0.1 0.07
H -2.404 -0.066 0.103 0.3 0.1 0.0 0.08
H -0.945 1.761 0.742 0.8 -1.0 -0.1 0.15
H 1.608 1.491 1.253 -0.5 -0.3 -0.4 0.10
H 1.968 -0.732 2.373 -0.1 -0.2 -0.4 -0.12
H 0.687 1.927 -0.930 -0.1 0.6 -0.3 0.13
H 0.692 -1.076 -1.512 -0.1 -0.2 0.2 0.01
H 1.751 0.141 -2.214 -0.5 0.1 0.0 0.09
```
Positions in Å, forces in eV/Å.

Computed properties:
- HOMO energy (Eh) = -0.3097
- total energy (hartree) = -1452.43163
- largest force on an atom (eV/A) = 1.302
- lowest unoccupied orbital energy (Ha) = 0.0210

***

Entry 5:
A gas-phase ion, C6H15BrN (charge +1) at a distorted geometry. Source: OMol25; level of theory: ωB97M-V/def2-TZVPD.

XYZ file:
```
23
Properties=species:S:1:pos:R:3:forces:R:3:lowdin_charge:R:1
C -0.065 1.322 1.362 0.0 0.1 -0.1 -0.04
C -0.321 0.615 0.037 2.0 -1.5 1.0 -0.51
C -1.764 0.205 -0.128 0.1 0.0 -0.1 -0.02
N 0.034 1.587 -1.052 0.2 0.1 -0.2 0.20
C 0.801 -0.670 -0.065 -1.7 1.4 -0.8 -0.73
C 0.772 -1.546 1.166 0.2 0.2 0.0 -0.10
C 0.470 -1.480 -1.313 0.3 0.0 0.1 -0.12
Br 2.631 0.141 -0.294 -0.6 -0.3 0.1 0.81
H -0.654 2.232 1.453 -0.2 0.1 0.0 0.10
H 0.988 1.579 1.468 0.0 0.0 0.0 0.07
H -0.335 0.679 2.194 -0.1 -0.1 0.0 0.10
H -2.040 -0.547 0.602 0.0 -0.1 0.1 0.10
H -2.401 1.070 0.048 -0.1 0.1 0.0 0.10
H -1.972 -0.180 -1.121 -0.1 -0.1 -0.1 0.09
H -0.309 2.523 -0.812 0.0 -0.1 -0.1 0.18
H -0.362 1.310 -1.956 0.2 0.1 0.1 0.17
H 1.074 1.616 -1.121 -0.3 0.0 -0.1 0.07
H 1.265 -1.089 2.013 0.0 0.1 0.2 0.08
H 1.275 -2.483 0.948 0.1 -0.1 0.0 0.10
H -0.251 -1.781 1.442 -0.2 0.0 0.0 0.09
H 1.194 -2.279 -1.448 0.1 0.0 0.0 0.09
H -0.506 -1.946 -1.202 -0.1 0.0 0.1 0.09
H 0.475 -0.880 -2.220 0.0 0.1 -0.1 0.08
```
Positions in Å, forces in eV/Å.

Computed properties:
- HOMO energy (Eh) = -0.5271
- total energy (hartree) = -2866.15140
- net charge = +1
- largest force on an atom (eV/A) = 2.726
- lowest unoccupied orbital energy (Ha) = -0.1185